# 1
A structure of composition C25H16F6N3OPPdSb in a non-equilibrium geometry. Source: OMol25; level of theory: wB97M-V/def2-TZVPD.

Element x y z (Å)
Pd (-1.718, -0.059, -2.030)
C (1.248, -3.145, 1.950)
C (1.339, -1.877, 2.555)
C (0.720, -0.781, 2.001)
C (-0.120, -0.893, 0.827)
C (-0.225, -2.180, 0.248)
C (0.477, -3.284, 0.831)
P (-1.201, 0.415, 0.301)
C (-2.149, 0.855, 1.826)
C (-2.149, -0.104, 2.900)
C (-3.129, -0.187, 3.799)
C (-4.155, 0.726, 3.730)
C (-4.177, 1.760, 2.762)
C (-3.176, 1.837, 1.839)
C (-0.007, 1.749, 0.035)
C (0.644, 2.498, 0.989)
C (1.560, 3.531, 0.626)
C (2.028, 3.631, -0.663)
C (1.479, 2.747, -1.637)
C (1.959, 2.822, -3.046)
C (1.368, 2.033, -4.002)
C (0.348, 1.158, -3.702)
C (-0.222, 1.145, -2.434)
C (0.412, 1.813, -1.357)
H (1.838, -4.033, 2.297)
H (1.962, -1.848, 3.461)
H (0.849, 0.233, 2.431)
H (-0.816, -2.244, -0.615)
H (0.378, -4.272, 0.338)
H (-1.261, -0.714, 2.976)
H (-3.173, -0.967, 4.546)
H (-5.015, 0.714, 4.383)
H (-4.925, 2.581, 2.736)
H (-3.207, 2.681, 1.126)
H (0.362, 2.506, 2.068)
H (1.950, 4.083, 1.428)
H (2.766, 4.320, -1.024)
H (2.828, 3.406, -3.261)
H (1.910, 2.055, -5.001)
H (-0.202, 0.541, -4.438)
O (2.888, -0.018, -1.502)
N (3.190, -0.952, -0.736)
C (3.716, -0.706, 0.430)
C (3.881, 0.600, 0.956)
N (3.976, 1.678, 1.376)
C (4.247, -1.735, 1.247)
N (4.733, -2.317, 2.102)
F (-2.696, -2.329, -2.162)
Sb (-1.990, -3.203, -3.718)
F (-3.576, -2.533, -4.444)
F (-1.199, -1.373, -4.011)
F (-1.266, -3.835, -5.349)
F (-0.454, -3.640, -2.672)
F (-2.848, -4.890, -3.313)

Its charge is 0. The multiplicity is 4. Its relative energy (zero: lowest compared OMol25 entry of this formula, charge and spin) is 68.7 kJ/mol. Its LUMO energy (spin up / spin down) is -1.7 / -3.5 eV. Its frontier orbital gap (spin up / spin down) is 6.04 / 5.82 eV.

***

# 2
A structure of composition C32H45CaN4O18 in a non-equilibrium geometry. Source: OMol25; level of theory: wB97M-V/def2-TZVPD.

Element x y z (Å)
Ca (-1.530, 2.645, -0.524)
N (0.299, 0.372, -0.436)
O (-0.649, 0.572, 0.358)
O (0.830, -0.711, -0.457)
O (0.387, 1.225, -1.271)
C (2.188, -0.068, -3.748)
C (2.892, -0.745, -4.935)
C (4.400, -0.942, -4.892)
O (4.545, -2.273, -5.262)
C (3.387, -2.884, -5.050)
O (3.208, -4.086, -5.241)
O (2.361, -2.003, -4.787)
H (2.356, -0.598, -2.811)
H (1.101, -0.124, -3.806)
H (2.337, 1.002, -3.603)
H (2.509, -0.333, -5.868)
H (4.764, -0.758, -3.881)
H (4.847, -0.310, -5.660)
C (-6.973, 1.183, 3.530)
C (-5.913, 0.615, 2.660)
C (-6.444, 0.287, 1.254)
O (-5.290, 0.620, 0.454)
C (-4.289, 1.227, 1.222)
O (-3.267, 1.728, 0.754)
O (-4.712, 1.338, 2.455)
H (-6.608, 1.305, 4.550)
H (-7.847, 0.558, 3.714)
H (-7.333, 2.163, 3.219)
H (-5.625, -0.355, 3.066)
H (-7.346, 0.856, 1.025)
H (-6.693, -0.772, 1.191)
C (3.307, 5.556, 3.013)
C (2.195, 6.036, 2.069)
C (2.613, 6.447, 0.692)
O (1.872, 5.628, -0.135)
C (1.258, 4.685, 0.504)
O (0.632, 3.686, -0.015)
O (1.432, 4.860, 1.771)
H (4.004, 4.818, 2.614)
H (2.855, 5.212, 3.943)
H (3.922, 6.419, 3.270)
H (1.640, 6.869, 2.500)
H (3.686, 6.441, 0.498)
H (2.318, 7.467, 0.445)
C (-6.007, -1.502, -2.205)
C (-4.660, -1.469, -3.000)
C (-4.525, -0.530, -4.185)
O (-3.409, 0.275, -3.906)
C (-2.995, 0.089, -2.650)
O (-2.114, 0.777, -2.183)
O (-3.689, -0.907, -2.088)
H (-6.485, -2.462, -2.402)
H (-6.672, -0.667, -2.422)
H (-5.826, -1.530, -1.130)
H (-4.347, -2.418, -3.436)
H (-5.368, 0.124, -4.408)
H (-4.226, -1.147, -5.032)
C (3.444, 1.142, 1.666)
C (2.153, 1.519, 2.470)
C (1.597, 0.314, 3.242)
O (1.565, 0.773, 4.534)
C (2.073, 1.975, 4.671)
O (2.094, 2.666, 5.662)
O (2.480, 2.406, 3.476)
H (3.198, 0.299, 1.021)
H (4.249, 0.837, 2.335)
H (4.002, 1.835, 1.035)
H (1.396, 1.861, 1.765)
H (2.324, -0.498, 3.217)
H (0.605, 0.037, 2.887)
N (6.513, -1.689, -1.404)
C (6.571, -0.343, -1.219)
C (5.263, 0.054, -1.090)
C (4.413, -1.058, -1.120)
C (5.224, -2.101, -1.376)
H (7.337, -2.267, -1.486)
H (7.457, 0.258, -1.363)
H (4.917, 1.075, -1.037)
H (3.342, -1.162, -1.032)
H (4.963, -3.140, -1.508)
N (1.269, -3.603, 0.347)
C (2.361, -4.463, 0.294)
C (1.912, -5.709, 0.594)
C (0.501, -5.652, 0.860)
C (0.124, -4.341, 0.725)
H (1.312, -2.616, 0.135)
H (3.303, -4.115, -0.104)
H (2.483, -6.625, 0.586)
H (-0.120, -6.499, 1.114)
H (-0.845, -3.865, 0.745)
N (-2.422, -1.505, 1.429)
C (-3.425, -2.291, 0.853)
C (-4.328, -2.704, 1.865)
C (-3.734, -2.241, 3.086)
C (-2.506, -1.607, 2.782)
H (-1.661, -1.088, 0.912)
H (-3.511, -2.453, -0.211)
H (-5.232, -3.286, 1.756)
H (-4.148, -2.464, 4.058)
H (-1.815, -1.155, 3.478)

Its charge is 0. The multiplicity is 2. Its LUMO energy (spin up / spin down) is 0.4 / 0.4 eV. Its frontier orbital gap (spin up / spin down) is 3.79 / 8.15 eV.

***

# 3
The molecule C4H8N2. Source: OMol25; level of theory: wB97M-V/def2-TZVPD.

Element x y z (Å)
C (0.995, -0.076, 1.066)
N (0.366, 0.324, -0.183)
C (-0.364, 1.584, -0.181)
C (0.072, -0.661, -1.045)
C (-0.599, -1.879, -0.484)
N (-0.694, -2.674, 0.408)
H (1.145, 0.806, 1.693)
H (1.967, -0.529, 0.854)
H (0.382, -0.824, 1.594)
H (-1.152, 1.545, 0.586)
H (-0.840, 1.735, -1.152)
H (0.300, 2.426, 0.036)
H (-0.111, -0.416, -2.086)
H (-1.467, -1.361, -1.107)

Its charge is 0. Its relative energy (zero: lowest compared OMol25 entry of this formula, charge and spin) is 397.3 kJ/mol. Its LUMO energy (spin up / spin down) is 0.2 / 0.2 eV. Its frontier orbital gap (spin up / spin down) is 7.89 / 7.89 eV.

***

# 4
A structure of composition C8H18AlF6N6O11PS2 in a non-equilibrium geometry. Source: OMol25; level of theory: wB97M-V/def2-TZVPD.

Element x y z (Å)
Al (11.596, 10.786, -2.665)
N (10.555, 8.768, -6.086)
O (10.348, 9.333, -7.178)
O (10.826, 7.554, -6.127)
O (10.524, 9.360, -5.029)
N (12.430, 12.357, -6.385)
O (12.418, 12.119, -5.217)
O (11.429, 12.302, -7.094)
O (13.503, 12.515, -6.881)
C (16.361, 12.161, -1.632)
F (16.603, 13.197, -2.414)
F (16.452, 11.017, -2.251)
F (17.217, 12.174, -0.588)
S (14.549, 12.318, -0.709)
O (13.985, 10.952, -0.557)
O (14.698, 13.093, 0.542)
N (13.426, 12.950, -1.895)
S (13.587, 14.460, -1.673)
O (12.706, 14.989, -0.630)
O (14.967, 15.030, -1.720)
C (12.902, 15.152, -3.321)
F (13.671, 14.613, -4.252)
F (11.648, 14.712, -3.486)
F (12.958, 16.526, -3.301)
O (11.226, 10.106, 0.233)
P (10.888, 9.886, 1.654)
N (9.203, 9.573, 1.965)
C (8.549, 8.230, 2.161)
C (8.236, 10.587, 1.385)
N (11.152, 11.351, 2.482)
C (10.741, 11.657, 3.863)
C (11.601, 12.555, 1.708)
N (11.706, 8.708, 2.520)
C (13.054, 8.245, 2.072)
C (11.530, 8.585, 3.961)
H (9.306, 7.516, 2.485)
H (8.041, 7.851, 1.274)
H (7.914, 8.401, 3.030)
H (8.672, 11.578, 1.515)
H (7.343, 10.741, 1.991)
H (7.995, 10.341, 0.351)
H (10.065, 12.512, 3.903)
H (10.207, 10.787, 4.245)
H (11.580, 11.766, 4.550)
H (11.132, 12.613, 0.726)
H (11.418, 13.452, 2.301)
H (12.675, 12.472, 1.545)
H (13.272, 7.261, 2.486)
H (13.133, 8.203, 0.986)
H (13.800, 8.997, 2.331)
H (12.002, 9.378, 4.542)
H (11.955, 7.624, 4.248)
H (10.471, 8.499, 4.204)

Its charge is 0. Its LUMO energy is -7.2 eV. Its frontier orbital gap is 1.68 eV.

***

# 5
A cluster of 2 separate species, C5H7BO in total in a non-equilibrium geometry. Source: OMol25; level of theory: wB97M-V/def2-TZVPD.

Element x y z (Å)
B (-0.188, 1.826, 0.628)
C (0.785, -1.663, -0.012)
C (-0.072, -1.427, -1.086)
C (1.112, -0.430, 0.481)
C (-0.301, -0.120, -1.330)
C (0.486, 0.715, -0.255)
O (-1.394, 1.573, 1.115)
H (0.440, 2.884, 0.938)
H (1.114, -2.544, 0.419)
H (-0.443, -2.175, -1.732)
H (1.668, -0.377, 1.368)
H (-0.982, 0.393, -2.135)
H (1.472, 1.360, -1.119)
H (-1.819, 2.231, 1.798)

Its charge is 0. Its relative energy (zero: lowest compared OMol25 entry of this formula, charge and spin) is 170.4 kJ/mol. Its LUMO energy is 0.4 eV. Its frontier orbital gap is 8.62 eV.

***

no.,energy (eV)
1,-68309.898
2,-95164.229
3,-7253.758
4,-93895.704
5,-8020.550